A structure of composition C16H16AuF3N3O2S2, computed with ωB97M-V/def2-TZVPD.

Each line ends with the Mulliken spin population.
Cartesian coordinates (Å):
Au: 0.50 0.92 0.29  0.387
C: -1.88 -1.29 1.76  0.008
C: -0.64 -1.27 2.59  0.001
C: -0.57 -2.07 3.75  -0.017
C: 0.55 -2.08 4.51  0.021
C: 1.65 -1.29 4.12  -0.018
C: 2.85 -1.26 4.87  0.203
C: 3.93 -0.50 4.47  -0.040
C: 3.84 0.25 3.30  0.141
C: 2.66 0.26 2.53  0.004
S: 2.67 1.19 1.12  0.699
C: 1.53 -0.53 2.94  0.107
N: 0.39 -0.52 2.21  0.082
H: -2.67 -1.83 2.26  0.000
H: -1.67 -1.78 0.81  0.001
H: -2.21 -0.27 1.54  0.000
H: -1.44 -2.66 4.02  0.000
H: 0.62 -2.68 5.41  0.001
H: 2.91 -1.86 5.77  0.005
H: 4.84 -0.49 5.05  0.002
H: 4.67 0.85 2.97  -0.007
F: -3.81 1.07 -1.71  0.000
C: -3.23 -0.13 -1.66  0.005
F: -3.90 -0.88 -0.77  0.000
F: -3.37 -0.70 -2.86  0.001
C: -1.74 -0.05 -1.25  0.011
O: -0.95 -0.86 -1.71  -0.001
O: -1.52 0.86 -0.39  0.072
C: -1.54 2.86 -3.41  0.000
N: -0.55 1.81 -3.58  0.023
C: -0.74 0.76 -4.59  -0.001
C: 0.50 -0.14 -4.39  -0.001
N: 1.17 0.51 -3.28  0.014
C: 0.52 1.58 -2.84  0.010
S: 1.04 2.55 -1.51  0.284
H: -1.52 3.53 -4.27  -0.001
H: -1.31 3.42 -2.51  0.002
H: -2.53 2.43 -3.32  0.000
H: -0.79 1.20 -5.59  0.001
H: -1.66 0.22 -4.39  0.001
H: 1.15 -0.16 -5.27  0.001
H: 0.22 -1.16 -4.13  0.001
H: 2.03 0.20 -2.85  -0.001

Results
Energy relative to the best compared isomer or geometry (same formula, charge and spin) (kcal/mol): 0.0
2S+1: 3
E (eV): -58927.5846
Total charge: +1
Expectation value of S²: 2.037